Entry 1:
Here is a structure of composition C17H33Li6O15P2 at a distorted geometry from the Open Molecules 2025 dataset. Energies are from wB97M-V/def2-TZVPD.

Element x y z (Å)
Li: 3.2954 -0.2537 3.3234
Li: 7.4924 -2.1534 -0.9800
Li: 1.9371 -2.9694 -4.3159
Li: -0.6568 -2.3401 1.5101
Li: 5.6239 -0.1277 -5.2501
Li: 4.2479 -4.8376 0.3678
P: 7.0474 -4.0682 -4.5021
O: 5.7228 -3.8250 -5.3037
O: 8.1769 -4.9691 -5.0420
O: 6.8169 -4.6426 -3.0936
O: 7.6660 -2.6391 -4.2574
P: 2.7297 -1.1618 -0.7092
O: 2.9377 -0.6804 -2.1290
O: 3.9805 -1.5255 0.1637
O: 1.9040 -2.5446 -0.8128
O: 1.8788 -0.3403 0.2396
O: -0.3752 -4.7443 6.6492
C: -0.2752 -4.3242 5.3817
O: -0.8175 -4.9775 4.4735
O: 0.3195 -3.2974 5.1637
H: -0.9718 -5.4964 6.6503
C: 5.3686 4.6776 7.5142
C: 3.8836 4.8540 7.2906
C: 3.7289 4.1737 5.9478
O: 4.6216 3.0783 5.9909
C: 5.7623 3.3923 6.8121
H: 5.6804 4.5289 8.5480
H: 5.8673 5.5804 7.1613
H: 3.4853 5.8639 7.1929
H: 3.3974 4.3610 8.1324
H: 3.9493 4.9423 5.2071
H: 2.7428 3.8064 5.6633
H: 6.6532 3.5041 6.1942
H: 5.8067 2.5402 7.4905
C: -7.0456 -1.6028 2.1548
C: -6.2424 -0.6106 2.9543
C: -5.1650 -0.1727 1.9755
O: -4.8760 -1.4238 1.3781
C: -5.9954 -2.2316 1.2708
H: -7.7993 -1.1484 1.5117
H: -7.5786 -2.3659 2.7220
H: -5.7591 -1.0586 3.8224
H: -6.7142 0.2912 3.3446
H: -4.3170 0.2971 2.4738
H: -5.4778 0.6187 1.2944
H: -5.6048 -3.1470 1.7152
H: -6.4172 -2.2229 0.2658
C: -0.9183 5.9202 -1.5541
C: -0.8026 7.3616 -1.9301
C: -0.5167 7.2070 -3.3743
O: -1.1871 6.0703 -3.8333
C: -1.0265 5.1029 -2.8117
H: -1.7435 5.7429 -0.8644
H: -0.0232 5.7010 -0.9720
H: -0.0663 7.9277 -1.3595
H: -1.7305 7.9317 -1.8860
H: 0.4802 6.9929 -3.7596
H: -0.6457 8.1273 -3.9441
H: -0.0575 4.6782 -3.0738
H: -1.7445 4.2831 -2.7931
C: -3.4676 -4.4675 -7.2398
C: -4.0653 -4.7069 -5.8738
C: -2.9110 -4.4486 -4.9006
O: -1.7547 -4.8095 -5.7286
C: -2.1709 -5.2395 -7.0118
H: -3.3042 -3.4412 -7.5685
H: -4.0352 -4.9429 -8.0397
H: -4.4735 -5.7139 -5.7884
H: -4.9296 -4.0440 -5.8325
H: -2.9660 -5.1689 -4.0844
H: -2.8152 -3.4113 -4.5798
H: -2.3040 -6.3207 -6.9740
H: -1.4558 -4.9392 -7.7776

Calculated values
ΔE to the lowest compared entry with this formula, charge and spin: 607.53 kcal/mol
E_LUMO: 0.331 eV
net charge: -1
energy: -68678.35923 eV
max |F|: 0.0826 hartree/bohr
HOMO-LUMO gap: 1.88 eV
highest occupied orbital energy: -1.549 eV

Entry 2:
Here is a cluster of 5 separate species, C17H34Cl2O8 in total at a distorted geometry from the Open Molecules 2025 dataset. Energies are from wB97M-V/def2-TZVPD.

Element x y z (Å)
C: -1.1955 -0.4645 0.9512
Cl: -2.3471 -1.6306 0.0781
Cl: -2.2016 0.8041 1.5238
H: -0.8596 -0.9771 1.8526
H: -0.4494 -0.0717 0.2604
O: 0.9092 -1.4327 -1.8365
C: 1.5105 -2.3997 -1.4755
O: 2.8723 -2.5332 -1.4617
C: 3.7083 -1.7348 -2.3148
C: 4.1067 -2.3624 -3.6026
C: 0.8336 -3.6223 -0.8984
H: 4.5871 -1.6756 -1.6727
H: 3.3516 -0.7069 -2.3802
H: 4.7751 -3.1823 -3.3400
H: 4.8168 -1.7652 -4.1746
H: 3.2985 -2.8732 -4.1261
H: 1.1159 -3.6888 0.1523
H: 1.3547 -4.3975 -1.4602
H: -0.2457 -3.6206 -1.0507
O: -0.3182 2.6728 -4.7759
C: -0.0555 1.7071 -4.0691
O: 1.0759 0.8246 -4.1890
C: 2.0536 0.8967 -5.1733
C: 3.2589 1.7200 -4.6316
C: -1.0346 1.2298 -2.9670
H: 1.7657 1.1298 -6.1984
H: 2.3079 -0.1547 -5.3071
H: 4.0026 2.0000 -5.3776
H: 3.7318 1.2593 -3.7643
H: 2.8406 2.6534 -4.2550
H: -1.2635 2.0946 -2.3443
H: -0.4940 0.4971 -2.3678
H: -2.0020 0.8154 -3.2507
O: -2.4528 4.9069 2.4555
C: -3.3375 5.0909 1.5269
O: -4.1350 6.2292 1.5635
C: -4.2652 7.0860 2.6771
C: -5.7559 6.9862 3.1677
C: -3.4800 4.2769 0.1827
H: -3.9537 8.0758 2.3432
H: -3.5916 6.8676 3.5057
H: -6.1252 5.9809 2.9650
H: -6.4286 7.6315 2.6027
H: -5.8296 7.2707 4.2174
H: -3.1849 4.7229 -0.7671
H: -4.5458 4.0548 0.2377
H: -2.9246 3.3529 0.3431
O: 0.9527 -2.7334 3.3099
C: 0.4416 -3.9112 3.1963
O: 1.1958 -5.0205 3.4839
C: 2.3711 -4.9170 4.2469
C: 2.1456 -4.8723 5.7383
C: -0.9771 -4.3494 2.7038
H: 3.0910 -4.1737 3.9042
H: 2.9302 -5.8038 3.9485
H: 1.6676 -3.9112 5.9274
H: 3.0006 -4.9655 6.4079
H: 1.3373 -5.5435 6.0286
H: -1.8269 -3.9995 3.2900
H: -1.0392 -5.4374 2.7253
H: -1.0908 -3.9059 1.7146

Calculated values
E_LUMO (spin up / spin down): 2.478 / 2.448 eV
net charge: -1
2S+1: 2
energy: -59602.68604 eV
max |F|: 0.1184 hartree/bohr
HOMO-LUMO gap (spin up / spin down): 1.61 / 10.21 eV
highest occupied orbital energy (spin up / spin down): 0.867 / -7.762 eV

Entry 3:
Here is a cluster of 2 separate species, C17H34ClN5O2 in total from the Open Molecules 2025 dataset. Energies are from wB97M-V/def2-TZVPD.

Element x y z (Å)
C: 6.9413 -2.6576 -1.9507
O: 6.5593 -1.4929 -2.6549
C: 6.7359 -0.2726 -1.9444
C: 5.5388 0.6581 -2.1609
C: 4.5540 0.7895 -0.9810
C: 3.2599 0.0023 -1.2014
C: 3.5458 -1.4992 -1.2699
C: 2.4137 -2.4035 -1.8219
N: 1.1918 -1.6680 -2.1783
N: 0.1113 -1.5755 -1.4059
N: -0.8113 -0.8653 -1.9664
N: -0.3676 -0.4756 -3.1228
C: 0.8646 -0.9721 -3.2597
Cl: 1.8566 -0.7800 -4.5825
H: 6.4658 -3.5101 -2.4356
H: 6.6065 -2.6252 -0.9083
H: 8.0227 -2.8068 -1.9787
H: 6.8937 -0.4806 -0.8816
H: 7.6410 0.2185 -2.3108
H: 5.0085 0.3027 -3.0484
H: 5.9258 1.6450 -2.4140
H: 5.0418 0.4490 -0.0648
H: 4.3036 1.8399 -0.8356
H: 2.5957 0.1985 -0.3542
H: 2.7906 0.3781 -2.1120
H: 4.4370 -1.6977 -1.8635
H: 3.7545 -1.8341 -0.2526
H: 2.7247 -2.9145 -2.7305
H: 2.1191 -3.1474 -1.0851
H: 0.0106 -2.0017 -0.4906
C: -5.1658 -0.1521 3.2777
C: -4.7017 1.2888 2.9693
C: -5.5773 1.9271 1.8847
C: -5.3052 1.4104 0.4719
C: -3.8178 1.5003 0.1350
C: -2.9377 0.7928 1.1662
N: -3.2699 1.3138 2.5255
O: -2.6811 2.4223 2.7741
C: -3.1189 -0.7295 1.0743
C: -1.4686 1.0871 0.8988
C: -4.8116 2.1023 4.2522
H: -4.3233 -0.7964 3.5257
H: -5.8295 -0.1533 4.1406
H: -5.7165 -0.6065 2.4544
H: -5.4189 3.0093 1.8978
H: -6.6227 1.7595 2.1513
H: -5.6653 0.3843 0.3575
H: -5.8715 2.0088 -0.2431
H: -3.6198 1.0722 -0.8516
H: -3.5277 2.5541 0.0892
H: -2.5573 -1.2323 1.8645
H: -2.7435 -1.0682 0.1055
H: -4.1511 -1.0566 1.1360
H: -1.2591 2.1529 0.8632
H: -1.1807 0.6592 -0.0621
H: -0.8376 0.6490 1.6767
H: -4.1446 1.7133 5.0223
H: -5.8366 2.0358 4.6167
H: -4.5745 3.1507 4.0927

Calculated values
E_LUMO (spin up / spin down): -4.491 / -4.491 eV
net charge: +1
2S+1: 2
energy: -42237.57153 eV
max |F|: 0.0161 hartree/bohr
HOMO-LUMO gap (spin up / spin down): 5.58 / 6.76 eV
highest occupied orbital energy (spin up / spin down): -10.070 / -11.251 eV

Entry 4:
Here is a structure of composition C17H34IrN3O2Se2Si from the Open Molecules 2025 dataset. Energies are from wB97M-V/def2-TZVPD.

Element x y z (Å)
Ir: 0.0455 -0.0929 0.6220
O: 0.7626 -2.3347 2.2072
C: -0.1401 -3.1984 2.8683
C: -1.5387 -2.6132 3.0080
C: -2.2166 -3.6311 3.9641
O: -3.5932 -3.3924 4.2138
C: -1.5622 -1.2617 3.7150
Se: -0.8973 0.3671 2.8516
C: -2.3907 -2.6028 1.7321
Se: -1.7239 -1.8228 0.0654
H: 1.6150 -2.7696 2.1124
H: 0.2333 -3.3988 3.8801
H: -0.2271 -4.1581 2.3444
H: -1.6551 -3.6697 4.9035
H: -2.1710 -4.6209 3.5078
H: -3.6800 -2.5967 4.7470
H: -1.0211 -1.3325 4.6615
H: -2.5982 -1.0090 3.9401
H: -3.3402 -2.1225 1.9534
H: -2.6136 -3.6351 1.4570
N: 0.0560 -0.0989 -1.8629
C: 0.1083 1.1328 -2.6625
C: -1.1203 2.0012 -2.4453
C: -1.1835 2.7102 -1.1006
N: -1.3697 1.7745 0.0245
H: 0.8736 -0.6784 -2.0342
H: -0.7473 -0.6617 -2.1293
H: 0.2064 0.9021 -3.7260
H: 1.0032 1.6847 -2.3679
H: -2.0251 1.3963 -2.5897
H: -1.1378 2.7677 -3.2220
H: -1.9914 3.4458 -1.1194
H: -0.2531 3.2547 -0.9358
H: -2.2303 1.2432 -0.0792
H: -1.4589 2.2678 0.9066
C: 2.2889 2.7461 0.5586
Si: 2.9230 1.1045 1.1845
C: 4.7828 1.1658 1.0106
C: 2.6086 1.0273 3.0210
N: 2.0996 -0.2038 0.3691
C: 2.6309 -1.1597 -0.5182
C: 1.8997 -2.3022 -0.9040
C: 2.4133 -3.2421 -1.7894
C: 3.6790 -3.0993 -2.3365
C: 4.4184 -1.9827 -1.9725
C: 3.9137 -1.0380 -1.0905
H: 2.8872 3.5757 0.9515
H: 1.2529 2.9030 0.8777
H: 2.3267 2.7878 -0.5348
H: 5.1272 1.9176 1.7280
H: 5.1197 1.4762 0.0186
H: 5.2684 0.2179 1.2594
H: 3.4392 1.5002 3.5562
H: 2.5231 -0.0110 3.3551
H: 1.6877 1.5333 3.3139
H: 0.9169 -2.4640 -0.4858
H: 1.8040 -4.1010 -2.0482
H: 4.0766 -3.8319 -3.0272
H: 5.4104 -1.8343 -2.3856
H: 4.5227 -0.1801 -0.8544

Calculated values
ΔE to the lowest compared entry with this formula, charge and spin: 0.00 kcal/mol
E_LUMO (spin up / spin down): 0.443 / -1.015 eV
2S+1: 5
energy: -168154.51292 eV
max |F|: 0.0132 hartree/bohr
HOMO-LUMO gap (spin up / spin down): 6.54 / 6.18 eV
highest occupied orbital energy (spin up / spin down): -6.099 / -7.192 eV